Below is 5 unconnected molecules or ions with the total composition C8H29N2O5, with properties calculated with ωB97M-V/def2-TZVPD.

The geometry in XYZ format:
```
44
Properties=species:S:1:pos:R:3:nbo_charge:R:1
O -1.6656 1.1394 -0.6556 -0.8198
H -1.5367 0.3131 -0.1841 0.5505
H -1.4237 1.9086 -0.1346 0.5454
H -1.2838 1.1900 -1.5349 0.5687
C 0.3439 -1.2996 2.0701 -0.6276
C -1.0751 -1.6533 1.5456 -0.0630
C -2.2592 -0.9105 2.2417 -0.0920
O -2.3298 0.4817 1.9216 -0.5651
C -3.5552 0.9921 2.3062 -0.2549
N -1.3063 -1.5087 0.1345 -0.8696
H 1.1864 -1.8467 1.6469 0.2390
H 0.3938 -1.4200 3.1522 0.2325
H 0.5242 -0.2565 1.8102 0.1931
H -1.1628 -2.6878 1.8775 0.1838
H -2.2557 -1.0708 3.3198 0.1870
H -3.1524 -1.5245 2.1266 0.1862
H -3.5847 2.0726 2.1659 0.1902
H -3.8442 0.7543 3.3299 0.1858
H -4.3338 0.6916 1.6049 0.1727
H -0.5562 -1.9581 -0.3709 0.3806
H -2.1661 -1.8575 -0.2644 0.3878
C 2.4574 -1.2081 -2.8527 -0.6311
C 1.6357 -0.6753 -1.6994 -0.0517
C 2.4924 -0.1621 -0.4813 -0.0592
O 3.1862 -1.1354 0.2730 -0.5429
C 4.0351 -0.5419 1.2581 -0.2579
N 0.7556 0.3257 -2.2378 -0.8536
H 1.9394 -1.6374 -3.7103 0.2130
H 3.1126 -1.9556 -2.4053 0.2317
H 2.9028 -0.3253 -3.3112 0.1977
H 1.0302 -1.5277 -1.3916 0.1614
H 1.7216 0.3300 0.1118 0.1604
H 3.1795 0.5694 -0.9065 0.1684
H 4.8120 -1.1385 1.7362 0.2134
H 3.3479 -0.1470 2.0065 0.1696
H 4.6675 0.2428 0.8429 0.1760
H 0.5605 0.0683 -3.1947 0.3700
H 1.3193 1.1622 -2.2894 0.3525
O -1.6047 1.5697 -3.2660 -0.9611
H -2.5144 1.3956 -3.5074 0.4924
H -1.2021 1.8993 -4.0695 0.4964
O -1.0883 3.4902 0.1206 -0.9619
H -0.7318 4.3170 -0.2044 0.5105
H -0.9718 3.5351 1.0696 0.4949
```

**Total charge**: +1
**Calculated total energy**: -21976.233 eV
**Relative energy (zero: lowest compared OMol25 entry of this formula, charge and spin)**: 176.13 kJ/mol
**HOMO-LUMO gap**: 9.91 eV
**HOMO level**: -12.469 eV